Record 1
C14H35IrN4O4PS3 | ωB97M-V/def2-TZVPD

Computed properties:
E_LUMO (alpha / beta)   -8.0 / -11.3 eV
ΔE to the lowest compared entry with this formula, charge and spin   40.63 kJ/mol
Net charge   +3
M   642.85 g/mol
2S+1   5
Highest occupied orbital energy (alpha / beta)   -16.845 / -16.922 eV
E_tot   -2713.6934 Ha
Strongest force on any atom   1.1 eV Å⁻¹
⟨S²⟩   6.019

Geometry as XYZ:
```
62
C14H35IrN4O4PS3 ωB97M-V/def2-TZVPD
Ir -0.277 -0.088 0.133
C 1.432 2.528 -0.442
C 2.484 1.661 0.224
N 2.035 0.259 0.258
C 2.553 -0.539 1.383
C 1.948 -0.110 2.718
S 0.191 0.370 2.628
C 0.277 2.193 2.580
C -0.327 2.824 1.335
N 0.074 2.201 0.051
H 1.666 3.580 -0.269
H 1.435 2.347 -1.516
H 3.425 1.757 -0.316
H 2.669 1.995 1.243
H 2.283 -0.197 -0.623
H 2.294 -1.574 1.186
H 3.640 -0.465 1.450
H 1.987 -0.951 3.408
H 2.482 0.714 3.190
H -0.296 2.538 3.439
H 1.310 2.488 2.747
H -1.411 2.757 1.391
H -0.062 3.883 1.336
H -0.584 2.544 -0.644
N 1.517 0.687 -5.264
C 0.601 -0.014 -4.618
N -0.465 -0.454 -5.270
S 0.816 -0.365 -2.926
H 1.454 0.877 -6.253
H 2.338 1.009 -4.785
H -0.580 -0.320 -6.264
H -1.139 -1.029 -4.805
C -5.153 1.143 0.630
O -4.210 0.295 -0.110
P -2.736 -0.017 0.312
O -2.390 -1.039 -0.923
C -2.960 -0.874 -2.255
O -2.786 -0.961 1.565
C -3.730 -2.067 1.736
H -6.133 0.923 0.226
H -4.924 2.191 0.463
H -5.133 0.908 1.693
H -2.557 -1.680 -2.858
H -2.681 0.089 -2.682
H -4.040 -0.952 -2.207
H -4.143 -1.991 2.735
H -3.178 -2.996 1.634
H -4.526 -2.024 0.996
O 0.282 -2.117 -0.035
S 0.726 -3.234 -1.036
C 1.581 -4.454 0.000
C 0.974 -5.797 -0.389
C -0.534 -5.566 -0.469
C -0.732 -4.294 -1.297
H 1.340 -4.174 1.029
H 2.654 -4.380 -0.173
H 1.228 -6.556 0.348
H 1.366 -6.132 -1.351
H -0.948 -5.443 0.533
H -1.038 -6.409 -0.937
H -1.595 -3.689 -1.017
H -0.763 -4.505 -2.366
```

Löwdin atomic charge list, values in e, 4 entries:
1. Ir 1.2076
2. C -0.1636
3. C -0.1524
4. N -0.1653

***

Record 2
C14H35N3O9Ti | ωB97M-V/def2-TZVPD

Computed properties:
E_LUMO (alpha / beta)   0.1 / -4.0 eV
ΔE to the lowest compared entry with this formula, charge and spin   0.00 kJ/mol
Net charge   0
M   437.31 g/mol
2S+1   5
Highest occupied orbital energy (alpha / beta)   -4.545 / -7.847 eV
E_tot   -2245.0780 Ha
Strongest force on any atom   6.5 eV Å⁻¹
⟨S²⟩   6.009

Geometry as XYZ:
```
62
C14H35N3O9Ti ωB97M-V/def2-TZVPD
Ti 4.469 8.949 20.014
O 1.424 6.240 20.627
C 2.671 6.113 21.002
O 3.564 6.939 20.802
O 3.060 5.062 21.591
H 1.420 5.351 20.989
O 8.345 6.674 19.157
C 7.392 6.598 20.179
O 6.520 7.435 20.266
O 7.420 5.688 21.039
H 8.934 5.966 19.429
C 7.924 11.761 21.984
C 7.102 11.354 20.764
C 7.949 10.346 19.884
O 9.108 10.952 19.343
C 9.966 9.874 18.882
N 5.867 10.718 21.201
H 8.018 10.928 22.681
H 7.658 12.694 22.481
H 8.922 12.090 21.694
H 6.873 12.310 20.292
H 7.391 9.892 19.065
H 8.252 9.587 20.605
H 10.327 9.274 19.717
H 10.837 10.216 18.323
H 9.528 9.121 18.227
H 6.218 10.020 21.841
H 5.295 11.269 21.824
C 2.832 5.480 17.315
C 4.302 5.552 17.062
C 4.794 6.958 16.649
O 4.188 7.357 15.479
C 4.502 8.689 15.121
N 4.928 5.388 18.360
H 2.401 6.185 18.026
H 2.470 4.459 17.434
H 2.298 5.736 16.400
H 4.606 4.771 16.366
H 5.880 6.884 16.590
H 4.460 7.778 17.285
H 5.536 8.816 14.800
H 4.212 9.475 15.818
H 3.826 8.984 14.318
H 4.377 5.787 19.106
H 5.755 5.908 18.621
C 0.401 10.596 18.876
C 1.811 10.037 18.628
C 2.857 10.959 17.923
O 4.170 10.407 18.027
C 5.146 11.438 17.666
N 2.166 9.571 19.941
H 0.060 11.064 17.953
H 0.493 11.452 19.544
H -0.339 9.887 19.247
H 1.741 9.126 18.033
H 2.645 11.970 18.271
H 2.720 10.967 16.842
H 6.198 11.155 17.644
H 4.992 12.290 18.329
H 4.946 11.704 16.628
H 1.735 8.664 20.043
H 1.760 10.055 20.729
```

natural (NBO) atomic charge list, values in e, 4 entries:
1. Ti 0.7019
2. O -0.7070
3. C 0.9079
4. O -0.8479

***

Please write out number 1 again, unchanged.
C14H35IrN4O4PS3 | ωB97M-V/def2-TZVPD

Computed properties:
E_LUMO (alpha / beta)   -8.0 / -11.3 eV
ΔE to the lowest compared entry with this formula, charge and spin   40.63 kJ/mol
Net charge   +3
M   642.85 g/mol
2S+1   5
Highest occupied orbital energy (alpha / beta)   -16.845 / -16.922 eV
E_tot   -2713.6934 Ha
Strongest force on any atom   1.1 eV Å⁻¹
⟨S²⟩   6.019

Geometry as XYZ:
```
62
C14H35IrN4O4PS3 ωB97M-V/def2-TZVPD
Ir -0.277 -0.088 0.133
C 1.432 2.528 -0.442
C 2.484 1.661 0.224
N 2.035 0.259 0.258
C 2.553 -0.539 1.383
C 1.948 -0.110 2.718
S 0.191 0.370 2.628
C 0.277 2.193 2.580
C -0.327 2.824 1.335
N 0.074 2.201 0.051
H 1.666 3.580 -0.269
H 1.435 2.347 -1.516
H 3.425 1.757 -0.316
H 2.669 1.995 1.243
H 2.283 -0.197 -0.623
H 2.294 -1.574 1.186
H 3.640 -0.465 1.450
H 1.987 -0.951 3.408
H 2.482 0.714 3.190
H -0.296 2.538 3.439
H 1.310 2.488 2.747
H -1.411 2.757 1.391
H -0.062 3.883 1.336
H -0.584 2.544 -0.644
N 1.517 0.687 -5.264
C 0.601 -0.014 -4.618
N -0.465 -0.454 -5.270
S 0.816 -0.365 -2.926
H 1.454 0.877 -6.253
H 2.338 1.009 -4.785
H -0.580 -0.320 -6.264
H -1.139 -1.029 -4.805
C -5.153 1.143 0.630
O -4.210 0.295 -0.110
P -2.736 -0.017 0.312
O -2.390 -1.039 -0.923
C -2.960 -0.874 -2.255
O -2.786 -0.961 1.565
C -3.730 -2.067 1.736
H -6.133 0.923 0.226
H -4.924 2.191 0.463
H -5.133 0.908 1.693
H -2.557 -1.680 -2.858
H -2.681 0.089 -2.682
H -4.040 -0.952 -2.207
H -4.143 -1.991 2.735
H -3.178 -2.996 1.634
H -4.526 -2.024 0.996
O 0.282 -2.117 -0.035
S 0.726 -3.234 -1.036
C 1.581 -4.454 0.000
C 0.974 -5.797 -0.389
C -0.534 -5.566 -0.469
C -0.732 -4.294 -1.297
H 1.340 -4.174 1.029
H 2.654 -4.380 -0.173
H 1.228 -6.556 0.348
H 1.366 -6.132 -1.351
H -0.948 -5.443 0.533
H -1.038 -6.409 -0.937
H -1.595 -3.689 -1.017
H -0.763 -4.505 -2.366
```

Löwdin atomic charge list, values in e, 4 entries:
1. Ir 1.2076
2. C -0.1636
3. C -0.1524
4. N -0.1653